[1]
The following is a DFT calculation (the ωB97M-V functional and the def2-TZVPD basis) of a 2-piece molecular cluster, C10H16O overall at a distorted geometry.

Calculated values
SMILES: Cc1ccc(O)cc1.CCC
HOMO-LUMO gap in Ha: 0.336
Energy above the lowest of the compared OMol25 structures with the same formula, charge and spin in kJ/mol: 199.7
Charge: 0

Structure (XYZ):
```
27
Properties=species:S:1:pos:R:3:forces:R:3
C 0.8372 0.4539 3.1528 0.174 -1.472 1.463
C 0.6526 -0.7055 2.1829 1.853 2.114 0.954
C 1.8625 -1.4159 1.8724 -2.740 -1.356 -0.381
C 1.7675 -2.2143 0.7532 0.017 0.235 -0.429
C 0.5488 -2.3612 0.0339 0.772 -0.475 0.278
O 0.4309 -3.3536 -0.8827 -0.969 -0.289 -0.935
C -0.5963 -1.6669 0.3387 0.727 0.551 1.661
C -0.4733 -0.7515 1.4411 -1.101 -1.381 -2.402
H 1.6131 0.0707 3.8438 0.104 0.989 -0.280
H 0.0172 0.6850 3.8221 -0.662 -0.303 -0.101
H 1.0580 1.3979 2.6848 0.655 0.146 -0.346
H 2.5855 -1.7018 2.6312 0.473 1.054 -0.252
H 2.6600 -2.7098 0.3827 -0.193 -0.459 0.133
H 1.2222 -3.7705 -1.2168 0.589 0.271 0.344
H -1.5388 -1.8718 -0.1617 0.290 0.172 -0.034
H -1.3037 -0.0717 1.5776 0.055 0.026 0.474
C -1.6710 0.7751 -1.4882 -0.415 0.932 0.418
C -1.4640 2.1167 -2.1992 -0.272 0.340 -1.970
C -0.0076 2.5727 -2.4446 -0.422 0.062 0.387
H -0.7345 0.4928 -1.0120 -0.353 -0.073 0.472
H -2.0359 -0.0849 -2.0428 0.303 0.158 -0.735
H -2.5112 0.9894 -0.8143 0.570 -0.517 0.618
H -1.9363 2.0919 -3.1955 0.048 -0.251 0.169
H -2.0407 2.9140 -1.7245 0.265 -0.072 0.351
H 0.0955 3.2170 -3.3175 -0.215 -0.131 -0.177
H 0.3348 3.2057 -1.6208 0.283 -0.472 0.146
H 0.6274 1.6968 -2.5965 0.163 0.202 0.171
```
Positions in Å, forces in eV/Å.

---

[2]
The following is a DFT calculation (the ωB97M-V functional and the def2-TZVPD basis) of a 2-piece molecular cluster, C10H16O overall at a distorted geometry.

Calculated values
SMILES: Cc1ccc(O)cc1.CCC
HOMO-LUMO gap in Ha: 0.341
Energy above the lowest of the compared OMol25 structures with the same formula, charge and spin in kJ/mol: 82.1
Charge: 0

Structure (XYZ):
```
27
Properties=species:S:1:pos:R:3:forces:R:3
C 3.2484 0.1206 -0.1191 0.490 -0.093 -0.646
C 1.9150 0.8166 -0.1609 0.622 0.210 0.115
C 1.3150 1.2404 1.0137 -0.633 -0.248 -0.145
C 0.0793 1.8719 0.9792 0.014 0.402 0.328
C -0.5220 2.1455 -0.2331 0.045 0.257 -0.404
O -1.6674 2.8937 -0.2330 -0.130 -0.235 0.293
C 0.0444 1.6883 -1.4189 -0.112 -0.287 0.357
C 1.2788 1.0611 -1.3722 -0.333 -0.474 0.132
H 3.8191 0.3269 0.7870 -0.225 -0.073 0.078
H 3.8877 0.4355 -0.9550 -0.173 0.109 0.130
H 3.1612 -0.9605 -0.2538 -0.130 -0.026 0.258
H 1.7681 0.9892 1.9607 0.097 0.128 0.139
H -0.4458 2.1843 1.8756 0.191 0.000 0.026
H -1.9532 3.0467 -1.1365 -0.011 -0.020 -0.113
H -0.5656 1.7012 -2.3131 0.262 0.308 -0.280
H 1.7152 0.6386 -2.2647 0.035 0.120 -0.236
C -2.0148 -2.0340 1.5688 -1.364 -0.756 -0.435
C -1.6333 -1.2531 0.3085 0.226 -0.038 0.566
C -0.9961 -2.0748 -0.7965 0.096 0.071 -0.834
H -1.4015 -2.9268 1.7158 0.330 0.361 0.261
H -3.0329 -2.4518 1.4556 0.278 0.058 -0.128
H -2.1127 -1.4246 2.4677 0.511 0.029 -0.020
H -2.5111 -0.7470 -0.0959 -0.014 0.121 0.122
H -0.9237 -0.4883 0.6272 -0.033 0.108 -0.327
H -0.9405 -1.4716 -1.7085 0.078 0.097 0.072
H 0.0335 -2.3606 -0.5830 -0.013 -0.134 0.248
H -1.5452 -2.9674 -1.1155 -0.102 0.003 0.440
```
Positions in Å, forces in eV/Å.

---

[3]
The following is a DFT calculation (the ωB97M-V functional and the def2-TZVPD basis) of a 2-piece molecular cluster, C10H16O overall at a distorted geometry.

Calculated values
SMILES: Cc1ccc(O)cc1.CCC
HOMO-LUMO gap in Ha: 0.352
Energy above the lowest of the compared OMol25 structures with the same formula, charge and spin in kJ/mol: 371.5
Charge: 0

Structure (XYZ):
```
27
Properties=species:S:1:pos:R:3:forces:R:3
C 3.6441 0.0569 -0.1402 2.002 2.247 -1.163
C 2.1693 0.2113 0.0423 1.172 0.647 0.790
C 1.6651 1.5083 0.3559 -1.538 -1.268 -0.314
C 0.4589 1.6201 0.9901 -1.147 3.279 2.157
C -0.2348 0.4784 1.5198 -1.990 2.770 0.985
O -1.3672 0.5438 2.3473 -0.042 -1.240 -0.229
C 0.2059 -0.6930 1.1830 2.963 -5.731 -3.272
C 1.4278 -0.8597 0.3581 -1.290 -1.888 2.563
H 4.1218 -0.9380 -0.0942 -0.849 0.219 -0.475
H 4.1375 0.5863 0.7421 -0.527 -0.374 -1.204
H 3.9657 0.6454 -1.1166 -0.222 -1.326 1.919
H 2.1136 2.4222 0.0638 0.847 0.506 -0.232
H 0.1442 2.7703 1.3084 0.445 -3.361 -0.889
H -1.7049 -0.4129 2.5108 1.043 2.494 -0.549
H -0.2800 -1.6935 1.3786 0.237 1.456 0.331
H 1.9347 -1.8904 0.3797 -1.115 1.562 -0.446
C -1.5495 0.0748 -2.8180 6.397 -7.545 3.906
C -2.2965 -1.2478 -2.1424 1.998 1.253 0.161
C -3.0301 -1.1135 -0.7928 -0.769 1.828 -0.466
H -0.7497 0.4580 -2.0695 -1.524 -0.307 -0.963
H -2.1259 0.7776 -3.1145 -4.044 4.576 -2.104
H -0.8536 -0.3855 -3.6153 -1.436 0.988 0.720
H -2.9783 -1.5433 -2.8462 -2.137 -0.473 -1.954
H -1.6325 -2.1705 -2.1787 -0.169 1.414 0.565
H -2.2575 -1.1432 0.0124 -1.262 0.252 -0.208
H -3.8116 -0.2293 -0.7572 2.387 -0.654 0.044
H -3.8469 -1.8183 -0.7176 0.570 -1.322 0.325
```
Positions in Å, forces in eV/Å.

---

[4]
The following is a DFT calculation (the ωB97M-V functional and the def2-TZVPD basis) of a 2-piece molecular cluster, C10H16O overall at a distorted geometry.

Calculated values
SMILES: Cc1ccc(O)cc1.CCC
HOMO-LUMO gap in Ha: 0.338
Energy above the lowest of the compared OMol25 structures with the same formula, charge and spin in kJ/mol: 210.0
Charge: 0

Structure (XYZ):
```
27
Properties=species:S:1:pos:R:3:forces:R:3
C -0.3617 -0.5706 3.2151 0.344 1.321 -0.174
C -0.5606 0.3534 2.0012 0.142 -2.652 2.517
C -0.1391 1.6755 2.1829 0.174 -0.766 -2.195
C -0.3219 2.5304 1.1062 -0.928 0.450 1.317
C -1.3024 2.1475 0.1664 -0.111 0.784 0.319
O -2.0244 3.1784 -0.4077 0.670 -0.001 -0.503
C -1.6839 0.8377 0.0079 0.145 -1.263 0.105
C -1.2702 -0.1603 0.9406 -0.582 2.534 -1.864
H -0.6581 -1.5817 3.0390 -0.473 -0.554 -0.110
H -0.9464 -0.0953 4.0073 -0.011 -0.513 0.248
H 0.6736 -0.6039 3.5494 0.136 0.109 -0.005
H 0.3520 1.9445 3.1059 0.228 0.140 -0.120
H 0.0177 3.5610 1.2192 -0.342 -0.149 -0.429
H -2.9293 2.8757 -0.5056 -0.058 -0.077 -0.206
H -2.3281 0.5118 -0.8096 -0.075 0.460 0.143
H -1.6938 -1.1459 0.7092 0.749 0.152 0.924
C 2.1410 -2.1181 -1.4274 1.521 -0.655 1.511
C 1.4279 -0.8456 -1.8473 -0.035 -0.057 0.285
C 0.5948 -1.1552 -3.0851 -2.500 2.754 1.577
H 3.1373 -1.8832 -0.9768 -0.704 -0.289 -0.163
H 1.6737 -2.8770 -0.7568 -0.360 1.176 0.054
H 2.3417 -2.7846 -2.2497 0.296 0.207 -0.908
H 0.8315 -0.3321 -1.0504 0.233 -0.954 -0.432
H 2.1605 -0.0515 -2.0790 -0.067 -0.521 -0.186
H 1.1064 -1.0096 -3.9980 0.575 -0.260 -0.964
H -0.0214 -2.0337 -3.0386 0.354 -0.910 0.023
H -0.2168 -0.3679 -3.0183 0.680 -0.465 -0.762
```
Positions in Å, forces in eV/Å.